C23H27N2ORhSSe2SiTe2 as an isolated structure. Source: the Open Molecules 2025 dataset; level of theory: the ωB97M-V functional and the def2-TZVPD basis.

Cartesian coordinates (Å):
Te 6.25336 -0.92130 1.40254
Te 5.46097 -0.96621 3.92973
Rh 2.22005 -0.74625 1.52510
Se 4.06850 -1.87697 0.61227
Se 3.47438 0.44757 3.25138
S 2.47756 0.83029 -0.08160
Si -0.73584 -1.61935 -0.11164
O 0.42764 -1.40894 1.00800
N 0.58907 1.97675 1.40484
N 2.45244 3.27219 1.00533
C -2.79222 0.28052 -0.85254
C 0.40225 -2.55455 -4.01257
C -0.83241 4.00024 1.22170
C -1.51918 -3.29646 0.16823
C -2.24263 0.20029 1.47282
C -0.14498 2.99813 2.13788
C 0.65887 -0.18206 -3.75887
C 0.19950 -0.27802 -2.45514
C -2.63514 -3.71594 -0.55848
C -0.05592 -2.63973 -2.70437
C -3.75894 1.24256 -0.59426
C -3.21237 1.15717 1.74104
C -3.21424 -4.95486 -0.33372
C -3.97175 1.68322 0.70496
C 3.99553 3.89714 -0.83936
C 3.85115 3.48093 0.61184
C -0.16129 -1.50693 -1.89656
C -1.00308 -4.15914 1.13442
C -2.01256 -0.25901 0.17246
C -1.57750 -5.40235 1.36545
C 0.76228 -1.32490 -4.54095
C -2.68375 -5.80167 0.63106
C 1.78516 2.13718 0.84622
H -3.13367 -6.77010 0.80976
H -4.73218 2.42592 0.91108
H 0.93565 0.78221 -4.16702
H -0.33165 -3.60914 -2.30483
H -4.07910 -5.26300 -0.90784
H 0.47811 -3.44929 -4.61733
H -1.33742 4.76410 1.81315
H -0.13891 -3.85042 1.71044
H 1.12161 -1.25467 -5.55990
H 4.23271 4.25308 1.28058
H 0.10594 1.11117 1.18764
H -3.06490 -3.06644 -1.31503
H 2.02052 3.99549 1.55893
H -2.63398 -0.04574 -1.87475
H 4.39244 2.56056 0.83329
H 3.47623 4.83536 -1.03833
H 3.60020 3.13040 -1.50488
H -0.12389 4.49696 0.55746
H -4.34908 1.64797 -1.40672
H -1.57689 3.49294 0.60760
H -3.38493 1.48427 2.75987
H 5.05076 4.03491 -1.07687
H 0.12029 0.62617 -1.86341
H -1.65915 -0.21134 2.29113
H -0.88367 2.46869 2.73699
H 0.53041 3.47830 2.85217
H -1.16037 -6.05790 2.11967

Properties
F_max	0.432	eV Å⁻¹
net charge	0
electronic energy	-196320.6214	eV
spin multiplicity	1
E_HOMO	-7.23	eV

=====

One molecule with the formula C23H27N3O2. Source: the Open Molecules 2025 dataset; level of theory: the ωB97M-V functional and the def2-TZVPD basis.

Cartesian coordinates (Å):
O 1.03226 -2.74282 1.79893
O 2.91459 -1.32706 -2.17996
N 1.31917 -1.35298 -3.73715
N 2.79117 -2.00596 0.55624
N -0.69067 -0.99859 -1.85672
C 3.79792 -1.89071 1.56207
C -2.66114 1.65220 -0.10665
C 0.73908 -2.52588 -0.57334
C -3.20043 1.80661 1.16240
C -4.42842 2.42246 1.33594
C -0.76538 -0.34478 -3.14127
C 1.44396 2.12730 1.91536
C -3.38089 2.13383 -1.19632
C -0.40721 1.03459 0.81560
C 1.28499 1.30974 3.02105
C 3.45288 -1.48597 2.95921
C -5.13780 2.89234 0.24546
C 1.72536 -1.28171 -2.46273
C 0.60266 1.99125 0.82609
C -1.60898 -0.48783 -0.86282
C 0.28604 0.35173 3.02189
C 1.52903 -2.43115 0.73581
C 0.66738 -1.19919 -1.37118
C -1.33797 0.96205 -0.36859
C -4.60748 2.74696 -1.02526
C -0.55126 0.21410 1.92976
C 4.17293 -0.52399 2.06556
C -0.05613 -1.23590 -4.15280
H 3.07640 -1.75378 -0.39029
H -1.81713 -0.23362 -3.41169
H 3.99727 -1.95450 3.76472
H 2.41487 -1.30029 3.17613
H -5.14879 3.11566 -1.88462
H -4.83104 2.53588 2.33189
H -6.09503 3.37277 0.38337
H 0.97560 -0.37261 -0.70765
H -0.53806 -2.22051 -4.17190
H 1.19547 -3.30639 -1.18691
H 4.60289 -2.60871 1.42726
H 3.61356 0.31462 1.68007
H 1.93923 1.41596 3.87349
H -0.09489 -0.80063 -5.15360
H -1.31859 -0.54480 1.95739
H 2.04162 -1.47256 -4.43279
H 0.15260 -0.29549 3.87573
H 2.22235 2.87687 1.90178
H -2.65760 1.45664 2.02666
H -0.27184 -2.84872 -0.32825
H -0.86619 1.50388 -1.19745
H -0.28884 0.65187 -3.15912
H -2.97121 2.03065 -2.19238
H 5.21505 -0.31411 2.25160
H -1.59638 -1.16957 -0.01309
H -2.60771 -0.52963 -1.30680
H 0.73074 2.64052 -0.03016

Properties
SMILES	O=C(C[C@H]1C(=O)NCCN1CC(c1ccccc1)c1ccccc1)NC1CC1
F_max	0.581	eV Å⁻¹
energy above the lowest of the compared OMol25 structures with the same formula, charge and spin	46.0	kcal per mole
net charge	0
electronic energy	-32854.9522	eV
spin multiplicity	1
E_HOMO	-8.57	eV

=====

C23H27N3O3 as an isolated structure. Source: the Open Molecules 2025 dataset; level of theory: the ωB97M-V functional and the def2-TZVPD basis.

Cartesian coordinates (Å):
O 0.47566 3.54775 -0.43713
O -7.79889 -2.22683 -0.25315
O -1.56775 0.64854 -0.56275
N 1.20547 1.37112 -0.69320
N 3.39276 0.35571 0.66790
N -3.77210 -0.54440 -0.25947
C -5.59179 1.24990 0.22316
C -4.63364 2.10622 0.32452
C 0.37829 2.40682 -0.53959
C -2.94314 0.65068 -0.42237
C -5.05104 -0.30922 -0.12670
C -7.72015 -0.12097 0.19235
C 5.76269 -0.41601 1.21409
C 2.62372 1.65038 -0.79936
C -7.02574 1.23926 0.33523
C 1.96841 -0.22046 1.18049
C 4.70523 -0.82175 -1.21626
C -7.15679 -1.22560 -0.09859
C 1.07950 0.06775 -0.11292
C 4.38052 -0.77576 0.34108
C 3.53492 1.58067 0.45379
C 5.74873 -1.71443 -1.30360
C 6.73939 -1.66962 0.87623
C -5.83462 -1.49638 -0.45801
C -3.38882 1.97178 -0.01739
C -1.16817 1.82508 -0.20069
C -9.29675 -2.25601 0.07517
C -2.10624 2.55966 0.12263
C 6.97997 -1.70919 -0.59897
H -9.54172 -1.87583 1.23049
H 5.05904 0.15042 -1.13460
H 5.77491 -1.83740 -2.32165
H -9.59942 -3.33167 -0.07964
H 1.42450 0.34864 1.87692
H 2.61741 3.06888 -1.02866
H 2.04382 -1.24041 1.15192
H 7.59160 -2.36702 -0.56994
H 3.06815 2.29675 1.22211
H -1.84477 3.82527 0.19099
H -9.68094 -1.57112 -0.70518
H 2.95077 1.27808 -1.55223
H 4.20352 -1.88616 0.83629
H 7.34467 -0.74755 -0.93233
H -5.12744 3.08831 0.74747
H -7.34206 2.08417 0.59811
H -8.77791 0.26061 0.52832
H 0.16967 -0.24105 -0.05070
H 7.64585 -1.45837 1.44529
H 5.39036 -2.96238 -0.86640
H -5.38331 -2.35590 -0.49517
H 4.52053 1.80641 0.35613
H 1.64333 -0.54849 -1.15319
H 3.73573 -1.00840 -1.56379
H 6.20898 0.39906 0.91186
H 5.69498 -0.45905 2.25318
H 6.29010 -2.44047 1.19794

Properties
F_max	16.798	eV Å⁻¹
energy above the lowest of the compared OMol25 structures with the same formula, charge and spin	553.2	kcal per mole
net charge	0
electronic energy	-34880.9094	eV
spin multiplicity	1
E_HOMO	-7.13	eV

=====

- Which value of spin multiplicity does entry 1 give?
  1